Density functional theory data (ωB97M-V/def2-TZVPD) for C2H3FNaOTl as an isolated structure in a non-equilibrium geometry.

Element x y z (Å)
Tl 1.199 -0.565 -3.162
Na -1.805 -1.387 -0.657
F -1.716 0.288 0.936
O 0.180 -0.506 -1.100
C -0.290 0.422 1.151
C 0.478 0.332 -0.088
H 1.146 0.171 1.125
H -0.180 -0.031 2.141
H 0.988 1.276 -0.347

Summary:
HOMO-LUMO gap (alpha / beta), eV: 7.549 / 8.272
Charge: +1
E_LUMO (alpha / beta), eV: -4.337 / -4.347
⟨S²⟩: 0.756
Spin multiplicity: 2

Atomic partial charges in e from the natural (NBO) method, atoms 1 to 6: 0.939 0.978 -0.456 -1.046 0.101 -0.079